{
  "formula": "C59H46NO4P3S2SiTa",
  "method": "ωB97M-V/def2-TZVPD",
  "elements": ["Ta", "S", "S", "P", "P", "P", "Si", "O", "O", "O", "O", "N", "C", "C", "C", "C", "C", "C", "C", "C", "C", "C", "C", "C", "C", "C", "C", "C", "C", "C", "C", "C", "C", "C", "C", "C", "C", "C", "C", "C", "C", "C", "C", "C", "C", "C", "C", "C", "C", "C", "C", "C", "C", "C", "C", "C", "C", "C", "C", "C", "C", "C", "C", "C", "C", "C", "C", "C", "C", "C", "C", "H", "H", "H", "H", "H", "H", "H", "H", "H", "H", "H", "H", "H", "H", "H", "H", "H", "H", "H", "H", "H", "H", "H", "H", "H", "H", "H", "H", "H", "H", "H", "H", "H", "H", "H", "H", "H", "H", "H", "H", "H", "H", "H", "H", "H", "H"],
  "coordinates": [[-0.739, 0.897, -0.269], [-1.290, 3.258, -0.522], [-2.880, -0.305, -0.133], [1.733, 1.446, 0.568], [-0.873, -0.305, 2.336], [-0.636, 0.121, -2.793], [0.571, -1.404, -0.213], [-1.609, 4.628, -0.491], [-1.252, 2.526, 0.870], [-2.165, 2.287, -1.279], [0.069, 2.838, -1.047], [-1.881, -2.457, -1.384], [1.228, 1.747, -4.099], [1.038, -1.941, -1.968], [4.625, -0.979, 2.130], [0.403, -0.202, 6.287], [0.592, -1.191, -3.068], [2.980, -2.352, 1.032], [2.098, -1.339, 5.041], [1.381, -1.132, 3.875], [1.104, 4.900, 2.693], [-4.701, 0.444, 3.633], [1.645, 2.881, -4.779], [4.920, 2.798, -2.493], [0.713, 3.819, -5.195], [3.377, 3.382, -0.738], [-0.118, 1.538, -3.825], [-0.924, -4.841, 1.632], [2.915, 2.072, -0.690], [-0.635, 3.611, -4.939], [-1.949, -3.704, -1.849], [1.882, 2.294, 3.220], [-0.328, -2.606, 0.914], [1.659, 2.685, 1.904], [-1.615, -4.318, 2.722], [2.385, -3.257, -3.506], [1.616, -0.867, 6.256], [4.474, 1.485, -2.440], [-3.376, -1.895, -5.068], [3.895, 0.150, 1.818], [-3.388, 2.443, 3.891], [1.260, 4.002, 1.653], [-0.316, 0.009, 5.114], [-3.029, -4.535, -1.623], [-3.393, 0.265, -3.326], [-4.564, -0.134, -3.954], [3.475, 1.127, -1.549], [1.330, 4.498, 4.006], [-2.387, 0.445, 2.985], [-4.596, 1.772, 4.026], [-1.031, -2.094, 2.011], [-2.204, -1.499, -4.442], [1.718, 3.195, 4.266], [-4.560, -1.214, -4.825], [-1.649, -2.950, 2.924], [-3.601, -0.217, 3.108], [-4.032, -2.748, -0.389], [-2.200, -0.413, -3.571], [-1.052, 2.477, -4.258], [1.063, -1.449, -4.357], [-0.281, -3.993, 0.748], [2.685, 0.018, 1.126], [-2.894, -1.994, -0.680], [-4.091, -4.040, -0.872], [1.957, -2.482, -4.576], [4.369, 3.743, -1.642], [2.221, -1.221, 0.694], [1.940, -2.981, -2.222], [4.159, -2.237, 1.741], [0.172, -0.433, 3.883], [-2.286, 1.782, 3.371], [-1.302, -2.064, -4.626], [-2.106, 2.340, -4.069], [5.554, -0.890, 2.677], [-4.957, -4.656, -0.670], [-3.428, 1.098, -2.639], [0.000, 0.155, 7.224], [-2.110, -4.979, 3.420], [3.033, -1.881, 4.997], [4.262, 1.126, 2.111], [-5.476, -1.527, -5.309], [-3.361, -2.742, -5.740], [2.328, -3.580, -1.410], [-3.702, -1.244, 2.780], [2.173, -1.032, 7.168], [-3.040, -5.538, -2.024], [1.202, 5.200, 4.819], [0.248, -4.423, -0.096], [3.084, -4.066, -3.671], [-3.303, 3.480, 4.185], [1.032, 4.707, -5.725], [1.053, 4.339, 0.646], [-5.481, 0.403, -3.754], [-5.459, 2.284, 4.431], [4.723, -3.124, 1.998], [2.186, 1.284, 3.450], [-0.884, -5.912, 1.480], [1.894, 2.865, 5.281], [5.703, 3.079, -3.185], [4.907, 0.734, -3.089], [-1.256, 0.531, 5.184], [0.796, 5.914, 2.478], [2.698, 3.028, -4.979], [-1.370, 4.333, -5.269], [-1.345, 2.311, 3.275], [1.772, -1.549, 2.960], [-4.842, -2.325, 0.188], [-5.643, -0.078, 3.730], [-1.095, -4.040, -2.427], [0.736, -0.838, -5.190], [4.722, 4.765, -1.664], [2.996, 4.130, -0.059], [2.319, -2.682, -5.576], [2.628, -3.345, 0.777], [-2.142, -2.553, 3.803], [1.963, 1.020, -3.793], [3.164, 0.089, -1.507]],
  "mulliken_charge": [0.549, 0.981, -0.861, 1.988, 1.500, 1.980, -2.347, -0.798, -0.374, -0.307, -0.317, 0.617, -0.581, 0.438, -1.211, -0.786, 0.303, 0.103, -0.616, -0.071, -1.235, -0.825, -0.882, -0.851, -0.771, -0.914, 0.727, -0.909, 1.345, -0.789, -0.517, -1.221, 1.152, 1.527, -1.243, -1.178, -0.910, -0.676, -0.748, -0.184, -0.777, -0.914, -0.917, -1.169, -0.272, -1.257, -0.411, -0.992, 0.941, -0.894, 0.335, -0.843, -0.741, -0.772, -0.633, -0.788, -1.017, 0.771, -0.468, -0.263, 0.482, 0.952, 1.244, -0.814, -0.995, -0.713, 0.865, 0.182, -0.863, 1.154, -0.887, 0.311, 0.412, 0.443, 0.451, 0.689, 0.468, 0.432, 0.533, 0.560, 0.425, 0.463, 0.330, 0.443, 0.404, 0.547, 0.420, 0.408, 0.486, 0.512, 0.414, 0.529, 0.493, 0.405, 0.465, 0.165, 0.471, 0.496, 0.424, 0.464, 0.365, 0.469, 0.484, 0.478, 0.285, 0.332, 0.557, 0.465, 0.418, 0.583, 0.470, 0.389, 0.443, 0.198, 0.638, 0.507, 0.241],
  "e_lumo_ev": -3.86,
  "mol_weight_g_mol": 1199.11,
  "gap_ev": 6.7,
  "e_above_lowest_ev": 0.829,
  "total_charge": 1
}

***

{
  "formula": "C59H47BrN2OP2S3SiTa",
  "method": "ωB97M-V/def2-TZVPD",
  "elements": ["Ta", "Br", "S", "S", "S", "P", "P", "Si", "O", "N", "N", "C", "C", "C", "C", "C", "C", "C", "C", "C", "C", "C", "C", "C", "C", "C", "C", "C", "C", "C", "C", "C", "C", "C", "C", "C", "C", "C", "C", "C", "C", "C", "C", "C", "C", "C", "C", "C", "C", "C", "C", "C", "C", "C", "C", "C", "C", "C", "C", "C", "C", "C", "C", "C", "C", "C", "C", "C", "C", "C", "H", "H", "H", "H", "H", "H", "H", "H", "H", "H", "H", "H", "H", "H", "H", "H", "H", "H", "H", "H", "H", "H", "H", "H", "H", "H", "H", "H", "H", "H", "H", "H", "H", "H", "H", "H", "H", "H", "H", "H", "H", "H", "H", "H", "H", "H", "H"],
  "coordinates": [[0.465, 0.381, 0.099], [1.083, 3.312, 1.015], [-0.440, 0.622, 2.440], [3.049, -0.064, 2.898], [-1.640, 1.758, -0.442], [-2.163, -1.356, 0.487], [0.158, 0.625, -2.697], [0.766, -2.162, -0.797], [2.078, -0.546, 1.839], [-2.244, 2.815, 4.595], [-3.841, 4.254, 1.095], [3.441, 2.108, -0.105], [4.839, 2.167, -0.419], [-2.824, 0.194, -5.497], [2.653, 0.997, -0.520], [0.269, 0.048, 5.872], [5.083, 4.319, 0.661], [1.915, 4.300, -2.985], [0.966, -2.077, -2.716], [-3.175, 2.310, -4.435], [2.020, 0.440, 4.292], [3.480, 2.730, -3.890], [-1.149, -5.799, -0.103], [-3.079, 3.397, 1.121], [4.674, 0.054, -1.536], [-2.374, -1.946, 3.211], [3.147, 4.032, -3.557], [-2.129, 2.361, 1.126], [1.113, -0.422, 4.887], [0.314, 1.377, 6.285], [5.436, 1.106, -1.128], [-3.345, -1.291, -1.982], [-0.533, -3.468, -0.311], [-2.004, 2.420, 3.545], [1.156, -0.847, -4.807], [2.401, -2.940, -0.145], [1.238, 2.224, 5.682], [-2.325, -5.442, 0.540], [2.949, 3.228, 0.602], [-1.719, -3.127, 0.339], [-5.897, -1.959, -1.157], [-4.333, -0.033, 3.669], [-1.626, 1.891, 2.301], [2.083, 1.767, 4.688], [-5.628, -1.782, -2.504], [-3.884, -0.264, 2.382], [1.022, 3.273, -2.743], [-1.727, -0.034, -4.684], [-3.811, -0.763, 4.724], [3.708, -1.619, 3.609], [-1.308, 0.936, -3.774], [-2.606, -4.110, 0.765], [2.582, 1.701, -3.676], [-2.054, 2.107, -3.649], [1.336, 1.966, -3.116], [-0.263, -4.821, -0.509], [3.303, 0.025, -1.246], [-4.895, -1.804, -0.217], [-3.553, 1.365, -5.373], [0.843, -0.890, -3.448], [-2.912, -1.234, 2.143], [-3.612, -1.463, -0.628], [1.669, -3.177, -4.769], [-4.348, -1.451, -2.917], [3.721, 4.293, 0.987], [-0.642, 1.887, 7.309], [1.374, -3.211, -3.417], [1.582, -1.983, -5.468], [5.621, 3.276, -0.036], [-2.838, -1.722, 4.494], [3.030, -2.190, 0.322], [2.972, -3.405, -0.941], [-0.183, 2.651, 7.932], [3.848, 4.834, -3.734], [2.906, -2.336, 3.741], [4.450, -2.011, 2.923], [0.083, 3.497, -2.255], [2.763, -0.822, -1.634], [-2.337, -1.028, -2.287], [-5.077, 0.730, 3.846], [-4.416, 1.535, -5.999], [-2.429, -2.294, 5.315], [-6.893, -2.221, -0.833], [-1.209, -0.977, -4.768], [-1.005, 1.079, 7.940], [-1.584, -2.664, 3.029], [4.170, -1.387, 4.561], [2.197, -3.702, 0.601], [5.116, -0.771, -2.074], [1.045, 0.085, -5.345], [-3.022, -6.201, 0.857], [5.685, 5.162, 0.961], [1.283, 3.257, 5.989], [-3.757, 3.211, -4.310], [2.857, 0.690, -3.936], [1.963, -4.080, -5.282], [-4.135, -1.313, -3.965], [-4.274, 0.319, 1.558], [1.031, -1.445, 4.554], [1.649, 5.315, -2.730], [-6.415, -1.903, -3.232], [-3.110, -0.555, -6.221], [-3.519, -3.826, 1.269], [1.827, -1.937, -6.518], [3.281, 5.111, 1.532], [-1.786, 2.863, -2.931], [2.783, 2.437, 4.211], [0.660, -5.115, -0.987], [6.495, 1.147, -1.339], [6.666, 3.277, -0.307], [-1.490, 2.345, 6.799], [4.446, 2.512, -4.318], [-0.445, -0.625, 6.319], [1.459, -4.149, -2.890], [-4.152, -0.572, 5.731], [-0.927, -6.840, -0.286], [-5.118, -1.943, 0.831]],
  "mulliken_charge": [0.710, 0.111, 0.534, 0.353, 0.174, 1.640, 0.906, 1.132, -0.407, -0.553, -0.517, 0.385, 0.962, -0.735, 0.893, -0.241, -0.899, -0.902, 0.803, -1.066, 0.531, -0.774, -0.985, -0.534, -1.840, -0.637, -0.683, 0.702, -0.399, 0.553, -0.858, 0.363, 0.292, -1.212, 0.155, -1.384, -0.799, -0.980, 0.990, 0.342, -0.870, -1.060, 0.621, -0.516, -0.943, -0.483, -0.553, -0.152, -0.708, -1.199, 1.209, -0.317, -0.648, -0.432, 1.848, -0.416, -0.017, -0.310, -0.593, -0.950, 0.302, 0.236, -1.059, -0.503, -0.727, -1.470, -0.514, -1.136, -0.927, -0.962, 0.003, 0.561, 0.445, 0.441, 0.311, 0.446, 0.254, -0.075, -0.358, 0.477, 0.416, 0.545, 0.449, 0.161, 0.391, 0.569, 0.474, 0.540, 0.468, 0.584, 0.474, 0.430, 0.414, 0.490, 0.243, 0.460, 0.464, 0.707, 0.003, 0.478, 0.418, 0.444, 0.408, 0.480, 0.535, 0.198, 0.493, 0.384, 0.473, 0.460, 0.241, 0.444, 0.348, 0.251, 0.445, 0.439, 0.399],
  "e_lumo_ev": -4.23,
  "mol_weight_g_mol": 1247.12,
  "gap_ev": 5.7,
  "e_above_lowest_ev": 0.402,
  "total_charge": 1
}